87
Properties=species:S:1:pos:R:3:lowdin_charge:R:1 method="wB97M-V/def2-TZVPD" total_charge=+3 total_energy_ha=-7196.53886
C 2.757 1.472 -1.109 -0.07
H -3.059 4.229 1.162 0.08
O -1.231 1.154 -1.576 -0.35
H -1.118 -0.015 -6.062 0.10
S 0.045 3.355 0.600 0.95
H -3.119 2.944 2.828 0.08
H -4.172 -1.310 -1.510 0.10
H -1.334 3.913 2.477 0.07
Zn -0.714 1.090 0.366 0.35
C 3.685 1.442 4.565 -0.03
N -2.643 -0.656 -2.782 -0.28
C 1.148 -3.371 -1.754 -0.07
H -2.960 -2.082 -4.332 0.10
H 0.934 -3.615 -2.797 0.10
C -3.281 -1.081 -4.036 -0.04
H 0.206 -3.263 -1.218 0.08
O -0.069 -0.884 -2.451 -0.24
H -2.254 -5.632 3.397 0.13
N 1.951 -2.145 -1.649 -0.31
O 0.665 -0.495 -0.036 -0.41
C -1.406 4.051 -0.245 -0.45
H -4.356 1.717 2.675 0.10
H -0.663 -6.110 1.571 0.12
H 3.352 -2.465 -3.216 0.10
H 2.539 2.483 -1.457 0.10
H -0.037 -0.891 -4.971 0.09
H 0.971 -4.411 0.888 0.08
H 0.316 4.460 2.694 0.10
C -0.653 -5.145 2.060 -0.04
S -0.693 0.813 2.794 0.91
H 3.800 -3.113 -1.632 0.10
C -0.363 0.100 -5.283 -0.07
P 1.190 -0.730 -1.468 0.51
H -2.331 2.033 -5.183 0.10
H 3.778 0.289 1.389 0.09
C -1.484 2.159 -4.506 -0.05
H -1.264 3.713 -1.272 0.06
Ge 1.688 -1.764 1.819 1.22
H -2.537 1.071 4.284 0.11
H -4.359 -1.090 -3.886 0.10
C 3.441 0.406 2.413 -0.12
H 2.057 1.559 -3.799 0.10
C -1.542 -4.876 3.091 -0.02
H 1.306 -0.955 4.691 0.10
C -2.453 0.912 3.208 -0.45
H 4.856 1.962 2.841 0.12
C -1.513 -3.649 3.747 -0.05
H 1.706 -4.198 -1.314 0.09
H -0.728 2.766 -5.003 0.10
C 0.297 -2.937 2.320 -0.34
H 2.437 0.675 6.136 0.13
H 2.407 1.370 -0.085 0.04
H -2.640 -0.988 -0.699 0.05
H 3.901 -1.377 -1.920 0.08
N 2.093 0.502 -1.979 -0.28
H 3.840 1.328 -1.130 0.10
H -1.821 2.682 -3.614 0.07
C 2.443 0.621 -3.402 -0.06
C -3.090 -1.399 -1.603 -0.07
H 3.527 0.603 -3.523 0.11
H -2.831 -2.458 -1.680 0.10
C -3.308 1.936 2.470 -0.45
C -0.295 3.619 2.367 -0.43
C 2.058 -0.302 4.268 -0.13
H -3.061 -0.379 -4.834 0.07
S -3.082 1.900 0.664 0.95
C 2.423 -0.408 2.919 -0.37
P -1.265 0.186 -2.728 0.51
H -2.804 -0.103 3.008 0.09
N -0.897 0.860 -4.146 -0.29
C -0.597 -2.684 3.370 -0.12
C 3.328 -2.274 -2.142 -0.06
C 4.061 1.338 3.230 -0.05
C 2.695 0.616 5.087 -0.05
C 0.264 -4.180 1.674 -0.11
H -3.519 3.935 -0.492 0.10
H -0.212 2.622 4.271 0.11
H 1.119 2.202 3.212 0.07
H -0.566 -1.744 3.901 0.06
H -1.316 5.137 -0.236 0.11
C 0.046 2.410 3.233 -0.43
H 0.486 0.636 -5.709 0.09
H 2.601 -2.244 0.707 0.01
H -2.195 -3.462 4.566 0.12
H 2.021 -0.204 -3.975 0.07
H 4.185 2.153 5.210 0.13
C -2.791 3.663 0.272 -0.43

84
Properties=species:S:1:pos:R:3:lowdin_charge:R:1 method="wB97M-V/def2-TZVPD" total_energy_ha=-2066.83021
C 2.465 8.712 -9.105 -0.22
H 1.333 8.036 -5.831 0.08
H -4.875 9.195 -2.442 0.11
H 0.938 5.513 -5.902 0.10
H -3.750 4.764 -5.694 0.11
C 0.796 8.074 -3.820 -0.11
H 1.403 8.837 -8.897 0.03
H -2.369 7.278 -8.502 0.05
N -3.163 8.823 -3.547 0.02
H 1.675 10.314 -5.835 0.05
N 1.067 7.459 -5.046 0.01
H -2.719 6.051 -10.074 0.04
H -0.455 9.081 -7.375 0.03
C 0.831 6.145 -5.032 -0.14
H 4.878 6.637 -9.187 0.03
C -2.972 4.549 -6.410 -0.15
H -4.272 6.514 -12.376 0.08
H 2.840 9.732 -9.188 0.06
H -8.598 7.070 -6.865 0.10
H 0.837 9.151 -3.757 0.10
H -6.699 9.060 -6.414 0.10
H -0.979 8.197 -14.610 0.10
N 1.052 6.395 -12.295 0.04
C -5.450 7.608 -7.456 -0.13
C -7.570 7.171 -7.180 -0.13
H 2.638 8.117 -10.003 0.03
C -4.453 10.544 -4.176 -0.13
C -1.099 4.823 -7.556 -0.17
H -2.889 8.625 -13.313 0.08
C 1.863 5.574 -10.294 -0.10
O -0.912 8.237 -7.380 -0.14
H -5.225 11.297 -4.238 0.10
H -2.783 8.083 -2.973 0.15
C -5.637 6.323 -8.063 -0.08
C -1.821 8.677 -13.099 -0.19
H -2.016 6.464 -6.666 0.11
H -4.896 5.723 -8.572 0.08
S 3.223 7.763 -7.721 0.84
C -2.598 9.378 -4.634 -0.13
C 0.277 7.062 -2.999 -0.11
H 0.275 4.916 -3.340 0.09
H 0.654 11.644 -5.350 0.09
H -2.560 5.420 -11.741 0.09
H 5.291 8.227 -9.126 0.06
H -3.129 11.170 -5.827 0.09
C 2.365 6.229 -12.419 -0.16
H -1.558 9.687 -13.413 0.09
H 1.996 5.263 -9.268 0.08
H -0.379 11.545 -7.185 0.10
H -1.374 8.664 -9.259 0.08
H -2.732 8.895 -8.255 0.07
C 0.742 6.125 -11.017 -0.14
C -2.570 3.353 -6.903 -0.14
C -3.260 5.719 -10.960 -0.19
O 0.271 10.838 -7.165 -0.11
O -1.085 7.756 -13.764 -0.11
H -0.288 5.279 -8.105 0.09
C 2.816 5.520 -11.307 -0.15
H 3.808 5.194 -11.031 0.09
C 0.429 5.902 -3.754 -0.15
H -1.601 9.096 -4.940 0.08
O 3.485 8.732 -6.583 -0.56
H -0.784 2.777 -8.266 0.09
H -7.485 5.279 -8.179 0.14
H -3.098 2.411 -6.856 0.09
H -4.543 8.190 -7.392 0.06
H 2.007 11.856 -6.473 0.09
C -6.592 8.103 -6.903 -0.13
C -4.213 9.572 -3.208 -0.16
H -0.225 6.403 -10.624 0.09
H 3.030 6.350 -13.261 0.11
N -6.990 6.109 -7.886 0.00
C -1.362 3.459 -7.660 -0.07
H 0.554 6.888 -13.023 0.12
C 1.173 11.208 -6.204 -0.17
C -3.393 10.505 -5.018 -0.12
H -1.657 8.474 -12.040 0.08
C 4.855 7.466 -8.480 -0.26
C -1.870 8.240 -8.385 -0.17
N -2.016 5.457 -6.737 0.04
H 5.650 7.213 -7.778 0.05
H 0.042 7.085 -1.945 0.09
O -4.158 6.663 -11.435 -0.11
H -3.798 4.866 -10.547 0.07

89
Properties=species:S:1:pos:R:3:lowdin_charge:R:1 method="wB97M-V/def2-TZVPD" total_energy_ha=-12764.94870
C -2.034 3.245 -0.182 -0.25
C -1.222 0.339 1.126 -0.32
Al -6.494 1.605 -1.261 -0.21
C -1.884 -0.406 -1.126 -0.35
H 6.491 -0.038 3.895 0.07
F -5.124 0.909 -2.000 -0.17
C 0.795 -2.787 1.901 -0.20
H 2.479 -4.054 1.472 0.11
C -0.175 2.014 3.044 -0.74
C 0.079 0.314 0.295 -0.49
H 6.136 -2.390 2.197 0.09
H -1.242 -3.182 1.425 0.12
C 5.881 -0.739 0.814 -0.22
H 3.513 -4.457 -0.697 0.11
Br -2.932 2.322 2.695 0.93
C -3.541 -2.128 -3.732 -0.07
C -1.180 -1.093 1.813 -0.13
C -0.542 -2.368 1.237 -0.19
H -2.208 -1.298 2.115 0.13
C -2.309 -0.151 -2.584 -0.27
H -3.523 -3.193 -3.509 0.07
S 0.955 1.859 -0.179 0.90
H 4.259 -0.712 -0.569 0.12
F -7.454 0.347 -0.728 -0.17
H -0.723 3.939 2.201 0.03
H -0.452 2.061 4.095 0.07
C 3.442 -3.374 -0.807 -0.20
C 6.365 -1.329 2.139 -0.25
C -2.881 1.954 -0.346 -0.19
H 0.878 -0.289 0.716 0.05
H -3.362 0.102 -2.523 0.11
Br 1.458 0.948 3.141 0.80
H -0.553 1.100 -3.142 0.07
H -3.762 2.101 0.267 0.04
H 6.638 -0.877 0.041 0.11
H -3.368 -1.761 -0.993 0.11
C 2.049 -2.975 -0.329 -0.22
F -0.663 5.419 0.337 0.01
C -2.337 0.551 0.020 -0.13
F -0.682 3.330 -2.174 -0.07
H -0.625 -0.940 2.740 0.08
H 3.525 -3.148 -1.869 0.11
H 1.965 -1.889 -0.218 0.08
H 0.973 -4.541 0.704 0.12
H -1.722 -1.192 -4.379 0.10
Br -1.845 7.019 -1.476 0.78
C -0.894 5.396 -1.010 -0.84
C 4.546 -1.294 0.309 -0.22
H 0.562 -3.345 2.809 0.12
H -1.518 -2.171 -2.974 0.09
C 4.642 -2.762 -0.076 -0.21
H -3.801 -2.029 -4.784 0.08
H 3.789 -1.141 1.085 0.10
H -1.764 0.902 -4.381 0.10
C -1.608 4.002 -1.418 -0.79
C -1.630 1.014 -3.306 -0.03
H 1.368 -3.245 -1.145 0.11
H -3.210 0.043 0.426 0.15
H 4.909 -3.367 0.791 0.10
H 5.782 0.339 0.958 0.11
C -2.194 -1.447 -3.433 -0.20
C -1.326 1.212 2.428 -0.59
Br -3.182 4.338 -2.453 0.91
H -0.361 -2.401 0.176 0.05
H -0.088 0.344 -1.749 0.09
H 1.375 -1.918 2.222 0.07
C 5.750 -0.639 3.376 -0.09
H 4.934 0.014 3.074 0.05
F -5.924 2.511 0.038 -0.17
H 0.440 4.005 3.505 0.09
H 7.448 -1.247 2.201 0.10
H 0.110 -1.171 -1.267 0.15
H 2.067 1.602 0.508 -0.14
H -1.594 0.495 3.197 0.05
H 5.351 -1.365 4.080 0.07
H -2.670 3.961 0.340 0.11
C 0.143 3.441 2.621 -0.18
H -4.358 -1.682 -3.170 0.07
N -0.384 -0.312 -1.018 0.12
H 5.490 -2.851 -0.760 0.12
H -1.184 3.091 0.475 0.03
F 0.331 5.445 -1.634 0.01
H 0.973 3.511 1.922 0.03
H -2.090 1.958 -3.055 0.02
H -3.304 1.929 -1.344 0.05
F -7.269 2.569 -2.380 -0.17
N -2.403 -1.715 -0.704 0.12
H -1.893 -2.509 -1.044 0.08
C 1.592 -3.680 0.959 -0.19

92
Properties=species:S:1:pos:R:3:lowdin_charge:R:1 method="wB97M-V/def2-TZVPD" total_charge=-1 total_energy_ha=-2572.78743
H 2.189 1.380 -0.136 0.09
F 3.583 1.398 -3.731 0.06
B 2.558 0.426 -4.065 -0.93
H -5.022 -6.363 5.340 0.12
N -2.306 -6.073 3.349 -0.05
O -4.332 5.508 0.845 -0.19
H 4.773 -1.322 -2.179 0.13
C 5.618 0.006 -0.700 -0.07
H 1.605 -2.626 -2.525 0.13
C -2.114 5.347 -0.145 -0.22
H -1.083 -3.946 4.882 0.11
H -0.385 -6.275 4.132 0.12
C 6.099 4.272 -4.695 -0.21
C 3.177 0.982 -0.305 -0.08
H -0.536 -0.597 0.543 0.07
C -0.734 2.661 0.607 -0.22
H -1.245 2.598 -0.357 0.11
H 1.007 -0.009 1.238 0.06
N 6.524 3.455 -6.608 0.02
H -2.783 -5.500 2.666 0.07
O 2.689 -0.841 -3.353 0.04
H 2.921 1.338 -7.483 0.06
C 3.302 1.361 -6.462 -0.47
C -4.501 5.963 2.169 -0.12
C 3.309 -0.035 -1.249 -0.10
H 0.180 2.091 0.503 0.08
H -6.098 -6.344 2.283 0.09
O 1.303 0.982 -3.499 0.14
H -0.110 -1.017 2.193 0.06
H -0.025 -1.303 -3.302 0.08
C 1.011 -2.063 0.640 -0.23
O -1.079 -3.189 2.955 -0.20
C 5.381 1.030 0.206 -0.17
H -3.256 2.437 0.612 0.09
C -0.671 -4.166 3.889 -0.22
C -0.326 4.084 0.971 -0.18
C -2.869 2.268 1.621 -0.11
N 6.778 4.514 -5.767 0.02
H -2.458 4.413 -0.608 0.11
H -2.954 -5.077 5.118 0.10
H 1.656 -0.009 -6.112 0.10
C -3.335 6.206 0.103 -0.22
H 0.414 4.426 0.242 0.12
H -3.378 1.400 2.046 0.08
H 0.638 -2.933 1.179 0.09
F 0.481 1.094 -1.386 0.03
C 5.727 2.645 -5.978 -0.69
H 3.243 -0.664 -5.845 0.08
C 0.293 -0.825 1.204 -0.05
C 1.823 -2.090 -1.608 -0.11
H 3.058 2.347 -6.079 0.08
C -5.517 -5.420 2.365 -0.11
C 4.594 -0.542 -1.458 0.00
H -3.046 -3.463 2.333 0.07
H 6.069 4.935 -3.851 0.13
H -2.529 -1.808 2.631 0.08
H -3.665 5.671 2.814 0.08
O -1.486 1.994 1.616 -0.18
S 5.108 1.148 -6.591 0.99
H -1.464 5.856 -0.861 0.13
H 2.086 -1.972 0.792 0.11
H 6.195 1.446 0.783 0.09
C -0.924 -5.606 3.453 -0.20
H -5.409 5.503 2.560 0.09
H 0.179 4.042 1.939 0.12
H -4.704 -7.205 3.819 0.12
N 4.164 1.532 0.407 0.06
O -5.138 -5.169 3.705 -0.19
H 6.628 -0.367 -0.818 0.09
C 0.927 0.274 -2.412 -0.51
N -1.369 5.109 1.084 -0.05
H -4.651 -5.480 1.698 0.08
H 2.703 -2.536 -1.140 0.13
C 2.153 -0.643 -2.037 -0.26
H -6.139 -4.587 2.041 0.09
H -4.618 7.051 2.205 0.08
H -2.014 4.826 1.809 0.06
H -3.781 6.455 -0.864 0.12
H -0.789 -0.713 -1.956 0.07
N -0.279 -0.468 -2.794 0.15
C -2.448 -2.833 2.996 -0.08
C -3.055 -6.040 4.598 -0.22
O 5.430 3.130 -4.740 0.04
H 0.413 -4.049 3.978 0.12
C 2.629 0.228 -5.678 -0.13
O 0.710 -2.235 -0.743 -0.14
H -2.673 -6.822 5.262 0.12
C -4.533 -6.272 4.365 -0.22
H -3.063 7.144 0.597 0.12
H -2.851 -2.876 4.012 0.09
H -0.475 -5.730 2.465 0.12
H -3.109 3.129 2.254 0.07

98
Properties=species:S:1:pos:R:3:lowdin_charge:R:1 method="wB97M-V/def2-TZVPD" s_squared=2.01 total_energy_ha=-11619.76640 spin_multiplicity=3
C 3.652 -1.920 -3.264 -0.13
H 5.204 -3.327 -0.543 0.09
C -2.287 5.587 -0.191 -0.67
H -1.710 -5.264 -2.464 0.09
H 3.209 -2.804 -3.727 0.12
F -2.475 6.500 -1.129 0.19
F -5.651 5.339 -0.170 0.08
C -2.626 -3.130 0.090 -0.14
F -1.032 5.250 -0.217 0.21
H -1.281 7.195 4.074 0.00
H 4.105 0.849 -3.029 0.12
C -1.646 -3.713 -0.928 -0.49
O -1.890 3.550 2.042 -0.33
N -0.418 -4.237 -0.259 -0.08
C 4.900 -2.336 -2.460 -0.47
H 0.494 -6.093 2.487 0.09
H -0.875 -1.751 -1.521 0.05
H -1.376 -3.954 2.512 0.12
H 4.330 -1.274 -5.221 0.10
H -4.604 3.360 1.136 0.09
H 5.208 -3.803 -4.083 0.09
H 3.883 -3.984 -1.514 0.09
H -2.792 -5.602 -1.111 0.06
C -2.673 6.182 1.171 -0.46
C 4.690 0.312 -3.783 -0.14
H 3.663 -2.470 -0.654 0.07
C -1.759 -4.724 1.833 -0.13
C 0.633 -5.288 1.764 -0.05
H -2.179 -2.359 -2.523 0.09
H 2.897 -1.538 -2.568 0.11
P 0.945 3.234 3.471 0.58
H -0.828 5.183 5.061 -0.05
H 7.046 1.713 -3.452 0.09
H 6.426 -1.515 -4.893 0.06
H 7.848 -1.075 -3.943 0.09
F -1.650 7.043 1.475 0.04
H 1.513 -5.523 1.163 0.09
H -2.050 -5.562 2.469 0.12
H 7.731 0.704 -2.178 0.09
H -0.561 -3.043 -2.687 0.09
C -0.620 -5.165 0.893 -0.47
C -2.376 -4.809 -1.728 -0.04
H 5.970 -4.256 -2.563 0.08
H -5.377 2.646 2.520 0.11
C -6.608 5.353 0.707 -0.97
H -5.044 5.525 2.990 0.08
Si -2.737 4.890 2.632 0.49
H -1.896 0.163 2.694 0.09
C 6.797 1.029 -2.640 -0.04
H -1.051 -6.638 -0.718 0.06
Si -1.177 2.549 3.144 -0.03
Br -7.306 2.569 0.447 0.77
P -1.829 5.937 4.398 0.62
C -4.537 4.561 3.015 -0.22
F -3.002 4.528 -0.497 0.18
C 6.892 -0.712 -4.326 -0.05
C -3.005 -4.146 1.162 -0.17
C 4.385 -3.062 -1.214 -0.05
F -7.460 4.202 2.565 0.04
H 6.705 -3.052 -3.548 0.06
H 0.039 -7.223 0.477 0.08
C -1.074 0.810 2.390 -0.30
O 0.293 -3.233 0.127 -0.04
C -6.601 4.046 1.562 -0.82
H 4.884 1.032 -4.582 0.12
Br -8.286 5.550 -0.328 0.75
H -1.675 -7.106 0.858 0.09
C -5.228 3.589 1.998 -0.23
H -4.643 4.161 4.018 0.06
H 1.807 2.313 2.822 -0.05
C 6.013 -0.164 -3.184 -0.50
H -3.527 -2.784 -0.421 0.13
I 1.116 0.555 0.123 0.84
F -6.569 6.409 1.470 0.08
H 0.840 -4.380 2.328 0.08
F -3.776 6.919 1.106 0.11
H -3.625 -3.658 1.918 0.11
H 7.104 0.080 -5.045 0.09
C -1.287 -2.654 -1.970 -0.03
O -1.747 1.095 0.154 0.04
C 3.862 -0.846 -4.330 -0.17
C -0.892 0.874 0.887 -0.93
H 1.262 3.226 4.854 -0.02
Br -2.319 2.349 5.068 0.46
H 2.889 -0.471 -4.656 0.11
O 5.318 -0.589 -1.075 -0.02
H -2.191 -2.245 0.568 0.12
H -3.159 7.152 5.548 -0.05
H 6.231 1.598 -1.904 0.08
C -0.850 -6.604 0.349 -0.02
N 1.213 4.694 2.886 -0.34
N -3.060 6.151 5.405 -0.36
H -3.218 -4.376 -2.270 0.09
N 5.789 -1.184 -2.117 -0.08
C 5.736 -3.411 -3.212 -0.02
H 0.367 5.077 2.470 -0.09
H -3.621 -4.945 0.742 0.11
H -0.159 0.369 2.798 0.05